Molecular formula: C9H31BCl2HgO12P3
Method: DFT, ωB97M-V/def2-TZVPD

Computed properties:
Maximum force (hartree/bohr): 0.0617
Kohn-Sham gap (eV): 6.220
DFT total energy (eV): -92174.16809
ΔE to the lowest compared entry with this formula, charge and spin (eV): 0.000

The geometry in ORCA input format:
```
! wB97M-V def2-TZVPD RIJCOSX def2/J DEFGRID3
* xyz -1 1
Hg 0.488 -0.995 1.698
Cl -1.713 0.072 2.692
Cl 1.420 -1.770 4.278
B 2.475 -1.812 0.495
H 1.588 -2.449 0.732
H 3.006 -1.451 1.405
H 3.195 -2.420 -0.100
H 2.166 -0.864 -0.005
C -0.029 3.906 1.652
O 1.252 3.549 1.089
P 2.113 2.545 1.944
O 1.596 1.171 2.067
O 3.617 2.740 1.468
C 3.979 3.501 0.243
O 2.122 3.327 3.373
C 2.585 4.662 3.506
H -0.773 3.911 0.856
H 0.122 4.954 1.907
H -0.422 3.205 2.388
H 3.157 4.117 -0.121
H 4.220 2.881 -0.621
H 4.849 4.126 0.434
H 3.289 4.806 2.684
H 3.125 4.770 4.446
H 1.827 5.446 3.486
C -3.853 -3.969 1.409
O -2.635 -4.535 0.925
P -1.697 -3.585 0.102
O -0.893 -2.666 0.930
O -2.598 -2.832 -1.008
C -3.448 -3.623 -1.851
O -0.813 -4.564 -0.704
C 0.020 -4.086 -1.736
H -3.790 -2.940 1.760
H -4.258 -4.601 2.201
H -4.608 -4.194 0.653
H -3.094 -3.474 -2.871
H -4.476 -3.261 -1.812
H -3.563 -4.676 -1.593
H 1.040 -4.462 -1.669
H 0.190 -3.009 -1.689
H -0.483 -4.397 -2.652
C -2.602 1.906 -0.208
O -1.208 2.023 -0.544
P -0.404 0.864 -1.300
O -0.095 -0.401 -0.572
O 0.867 1.716 -1.819
C 1.942 1.057 -2.512
O -1.324 0.651 -2.698
C -1.272 -0.578 -3.496
H -3.397 2.510 -0.655
H -2.673 2.214 0.834
H -2.981 0.895 -0.358
H 1.713 0.051 -2.864
H 2.786 1.036 -1.824
H 2.188 1.629 -3.407
H -2.075 -1.238 -3.167
H -0.391 -1.186 -3.291
H -1.369 -0.202 -4.512
*
```

***

Molecular formula: C3H3FOS
Method: DFT, ωB97M-V/def2-TZVPD

Computed properties:
Maximum force (hartree/bohr): 0.0423
Kohn-Sham gap (eV): 10.008
DFT total energy (eV): -18758.83872
ΔE to the lowest compared entry with this formula, charge and spin (eV): 0.202

The geometry in ORCA input format:
```
! wB97M-V def2-TZVPD RIJCOSX def2/J DEFGRID3
* xyz 0 1
C -1.818 -1.057 -0.935
C -0.737 -0.306 -0.680
F -0.299 0.528 -1.649
C 0.080 -0.274 0.524
O -0.069 -1.075 1.398
S 1.344 0.910 0.782
H -2.153 -1.720 -0.168
H -2.282 -0.926 -1.909
H 1.021 1.756 -0.222
*
```

***

Molecular formula: C34H44BF32INO8
Method: DFT, ωB97M-V/def2-TZVPD

Computed properties:
Maximum force (hartree/bohr): 0.0188
Kohn-Sham gap (eV): 7.677
DFT total energy (eV): -149577.71479

The geometry in ORCA input format:
```
! wB97M-V def2-TZVPD RIJCOSX def2/J DEFGRID3
* xyz -1 1
C 0.844 -0.422 7.056
O -0.374 -0.945 6.573
C -0.205 -1.975 5.593
C -0.547 -3.318 6.226
C -0.597 -4.523 5.249
C -0.798 -4.190 3.771
C -2.173 -3.539 3.462
C -2.043 -2.479 2.361
C -3.203 -1.477 2.298
C -2.808 -0.120 1.693
C -1.933 -0.182 0.444
C -1.413 1.217 0.047
B 0.051 1.586 0.677
C 0.533 3.032 0.053
O -0.411 4.133 0.275
N -0.684 4.291 1.604
O -1.715 4.840 1.761
C 1.186 0.435 0.280
C 2.600 0.724 0.553
O 3.516 0.490 -0.180
I 3.112 1.679 2.435
H 0.624 0.132 7.971
H 1.560 -1.216 7.301
H 1.280 0.281 6.337
H -0.860 -1.718 4.762
H 0.830 -1.947 5.235
H -1.503 -3.207 6.741
H 0.235 -3.522 6.963
H 0.318 -5.115 5.363
H -1.413 -5.184 5.560
H 0.026 -3.602 3.358
H -0.770 -5.145 3.231
H -2.536 -3.080 4.385
H -2.853 -4.337 3.153
H -1.133 -1.902 2.572
H -1.907 -2.968 1.393
H -3.538 -1.299 3.327
H -4.055 -1.920 1.771
H -3.729 0.405 1.411
H -2.310 0.488 2.456
H -1.090 -0.867 0.569
H -2.533 -0.598 -0.380
H -1.365 1.296 -1.048
H -2.128 1.961 0.420
H 0.004 1.676 1.901
H 1.513 3.375 0.405
H 0.561 2.948 -1.040
H 1.096 0.128 -0.768
H 0.948 -0.452 0.886
C 6.289 2.532 -4.564
C 6.398 1.199 -5.323
C 5.526 1.005 -6.569
F 4.216 1.026 -6.264
F 5.808 -0.205 -7.108
F 6.221 0.163 -4.480
F 7.684 1.138 -5.786
O 5.492 2.560 -3.399
C 4.152 2.837 -3.448
C 3.304 1.688 -2.910
F 3.509 0.573 -3.654
F 1.998 2.029 -3.039
F 3.760 3.218 -4.677
F 3.935 3.898 -2.628
H 7.297 2.714 -4.197
H 6.050 3.354 -5.240
H 5.741 1.777 -7.313
H 3.526 1.464 -1.864
C 1.087 -1.762 -4.901
C 1.019 -2.672 -3.662
C 2.209 -3.598 -3.393
F 2.376 -4.486 -4.395
F 1.971 -4.295 -2.259
F -0.128 -3.387 -3.689
F 0.959 -1.854 -2.578
O 0.373 -2.186 -6.055
C 0.919 -2.991 -7.010
C 0.144 -4.308 -7.152
F 0.164 -5.003 -6.001
F 0.733 -5.060 -8.112
F 2.230 -3.209 -6.824
F 0.787 -2.353 -8.200
H 0.573 -0.851 -4.602
H 2.110 -1.469 -5.140
H 3.125 -3.015 -3.263
H -0.890 -4.104 -7.434
C 1.439 6.822 -4.416
C 2.912 6.870 -4.851
C 3.970 7.070 -3.762
F 3.829 8.266 -3.159
F 5.195 7.040 -4.347
F 3.078 7.788 -5.831
F 3.185 5.648 -5.388
O 0.670 8.001 -4.588
C 0.586 8.972 -3.631
C 1.111 10.316 -4.152
F 2.406 10.218 -4.510
F 1.011 11.238 -3.168
F 1.182 8.623 -2.483
F -0.727 9.164 -3.363
H 0.978 6.110 -5.098
H 1.330 6.405 -3.414
H 3.916 6.271 -3.020
H 0.523 10.639 -5.013
C -6.384 -4.158 7.664
C -7.272 -5.412 7.652
C -6.615 -6.755 7.317
F -6.126 -6.762 6.064
F -7.553 -7.727 7.406
F -8.344 -5.217 6.858
F -7.730 -5.555 8.933
O -6.412 -3.319 6.528
C -5.569 -3.506 5.462
C -6.349 -3.774 4.168
F -7.110 -4.881 4.297
F -5.477 -3.975 3.159
F -4.660 -4.467 5.699
F -4.900 -2.353 5.277
H -6.804 -3.539 8.456
H -5.363 -4.397 7.966
H -5.813 -6.978 8.025
H -6.992 -2.923 3.933
*
```

***

> Which value of DFT total energy does entry 1 give?

-92174.16809 eV

***

> Which formula does entry 2 have?

C3H3FOS